20
Properties=species:S:1:pos:R:3 method="wB97M-V/def2-TZVPD" total_charge=+1 e_lumo_ev=-2.796 homo_lumo_gap_ha=0.4071 multiplicity=1
C 0.3753 -0.9910 -0.7875
C 1.0188 -0.6673 0.5185
C 0.0929 -1.1116 1.6239
C -1.9592 -0.2809 2.4615
N -1.1053 -0.2317 1.5498
N -0.4888 0.2613 -1.2633
H -0.4012 -1.6536 -0.5875
H 1.1244 -1.1355 -1.5764
H 1.9914 -1.1652 0.6698
H 1.1858 0.3917 0.3581
H -0.2374 -2.1288 1.4481
H 0.5916 -1.0673 2.6352
H -1.8087 -0.8384 3.3658
H -2.8171 0.2227 2.3890
H -1.2371 -0.1186 -1.7417
H -0.7882 0.7701 -0.3719
H 0.1720 0.8193 -1.9476
H 1.4862 3.3659 -2.2664
H 1.5750 2.8647 -3.6452
O 1.2294 2.6940 -2.8321